A 6-piece molecular cluster, C50H74BBrF40N4O8P overall, computed with ωB97M-V/def2-TZVPD.

Last column: Löwdin charge in e.
Atoms and positions in Å:
C: 0.95 1.26 5.79  -0.10
C: 2.21 1.30 4.81  -0.27
C: 2.10 2.49 3.78  -0.17
C: 1.84 2.09 2.27  -0.12
N: 1.47 0.69 2.04  -0.01
C: 0.04 0.33 2.17  -0.09
C: -0.79 1.02 0.99  -0.16
C: -2.17 1.62 1.47  -0.19
C: -3.12 0.41 1.86  -0.20
C: -4.62 0.94 1.84  -0.21
C: -5.61 -0.13 1.21  -0.21
C: -7.04 0.59 1.12  -0.19
C: -7.89 0.04 2.38  -0.19
C: -8.49 -1.35 1.90  -0.17
C: -9.04 -2.12 3.15  -0.26
O: -9.94 -3.14 2.68  -0.21
C: -9.94 -4.17 3.69  -0.12
C: 2.35 -0.21 1.72  -0.21
N: 3.75 0.06 1.51  -0.17
P: 4.81 0.23 2.88  0.77
N: 6.31 0.13 2.33  -0.27
C: 4.16 -0.77 0.37  -0.11
C: 3.36 -2.13 0.70  -0.24
C: 4.47 -3.00 1.42  -0.18
C: 4.07 -4.52 1.66  -0.62
C: 4.38 -4.90 3.18  -0.15
Br: 5.34 -5.63 0.59  0.78
B: 2.90 -2.64 -0.78  -0.37
O: 1.58 -3.05 -1.09  0.12
C: 4.02 -2.65 -1.95  -0.13
C: 3.54 -3.35 -3.29  -0.10
N: 2.21 -1.61 1.50  0.07
C: 1.71 -2.44 2.59  -0.18
O: 0.96 -3.50 1.98  -0.17
C: -0.03 -4.04 2.87  -0.08
H: 1.15 2.00 6.61  0.09
H: -0.01 1.48 5.26  0.06
H: 0.94 0.26 6.31  0.08
H: 2.42 0.29 4.37  0.06
H: 3.08 1.53 5.48  0.11
H: 1.31 3.22 4.09  0.12
H: 3.06 3.07 3.84  0.10
H: 2.77 2.37 1.70  0.13
H: 1.06 2.80 1.88  0.13
H: -0.31 0.75 3.15  0.13
H: -0.18 -0.76 2.08  0.13
H: -0.98 0.24 0.20  0.12
H: -0.18 1.81 0.46  0.11
H: -2.02 2.24 2.39  0.12
H: -2.59 2.19 0.61  0.12
H: -2.89 0.04 2.89  0.11
H: -3.05 -0.44 1.14  0.11
H: -4.92 1.26 2.87  0.12
H: -4.65 1.83 1.16  0.10
H: -5.68 -0.98 1.94  0.10
H: -5.26 -0.48 0.21  0.11
H: -6.88 1.70 1.19  0.10
H: -7.50 0.29 0.14  0.11
H: -7.16 -0.15 3.23  0.11
H: -8.68 0.76 2.69  0.09
H: -7.72 -1.95 1.34  0.11
H: -9.34 -1.16 1.20  0.12
H: -9.53 -1.40 3.86  0.13
H: -8.16 -2.60 3.66  0.12
H: -10.75 -4.89 3.41  0.09
H: -8.92 -4.65 3.70  0.09
H: -10.20 -3.75 4.70  0.10
H: 4.63 1.54 3.43  0.03
H: 4.54 -0.77 3.86  0.02
H: 6.80 1.01 2.53  -0.02
H: 5.23 -0.84 0.09  0.12
H: 3.57 -0.32 -0.48  0.13
H: 5.38 -2.99 0.76  0.09
H: 4.81 -2.59 2.40  0.09
H: 3.04 -4.79 1.34  0.09
H: 4.28 -4.03 3.88  0.06
H: 3.67 -5.69 3.56  0.09
H: 5.43 -5.27 3.29  0.07
H: 1.19 -2.53 -1.80  0.11
H: 4.98 -3.06 -1.55  0.10
H: 4.20 -1.57 -2.23  0.11
H: 2.86 -4.21 -3.07  0.08
H: 3.06 -2.62 -3.99  0.08
H: 4.45 -3.73 -3.81  0.06
H: 1.02 -1.87 3.28  0.13
H: 2.50 -2.89 3.25  0.13
H: 0.01 -3.63 3.91  0.09
H: 0.11 -5.15 2.91  0.10
H: -1.03 -3.89 2.39  0.10
C: -12.66 2.56 0.95  -0.03
C: -13.27 2.86 -0.44  -0.44
C: -12.73 2.06 -1.65  -0.31
F: -11.41 2.19 -1.85  0.10
F: -13.33 2.50 -2.78  0.10
F: -13.20 4.19 -0.67  0.13
F: -14.59 2.56 -0.35  0.11
O: -11.60 3.40 1.46  0.03
C: -10.26 3.18 1.08  -0.51
C: -9.70 4.31 0.19  -0.28
F: -10.48 4.57 -0.87  0.11
F: -8.49 3.96 -0.30  0.09
F: -10.15 1.96 0.53  0.13
F: -9.54 3.14 2.22  0.13
H: -13.47 2.75 1.66  0.15
H: -12.41 1.51 1.08  0.14
H: -12.96 1.00 -1.54  0.17
H: -9.60 5.23 0.76  0.16
C: 6.62 -7.89 -1.78  -0.07
C: 5.94 -9.28 -1.71  -0.43
C: 6.82 -10.51 -1.44  -0.31
F: 7.80 -10.69 -2.34  0.10
F: 6.06 -11.64 -1.48  0.10
F: 5.19 -9.45 -2.82  0.13
F: 5.05 -9.22 -0.67  0.09
O: 6.96 -7.34 -3.07  0.03
C: 8.16 -7.71 -3.71  -0.52
C: 7.93 -8.55 -4.99  -0.29
F: 7.13 -9.61 -4.77  0.10
F: 9.10 -9.02 -5.45  0.10
F: 8.98 -8.30 -2.83  0.15
F: 8.77 -6.56 -4.07  0.14
H: 5.86 -7.19 -1.41  0.04
H: 7.44 -7.81 -1.08  0.14
H: 7.28 -10.45 -0.45  0.17
H: 7.46 -7.93 -5.76  0.17
C: 7.76 -1.35 -5.80  -0.03
C: 6.24 -1.53 -5.55  -0.42
C: 5.49 -2.53 -6.45  -0.30
F: 5.57 -2.25 -7.75  0.11
F: 4.16 -2.52 -6.15  0.08
F: 5.66 -0.31 -5.57  0.13
F: 6.13 -1.97 -4.26  0.09
O: 8.23 -0.26 -6.63  0.03
C: 8.23 -0.38 -8.03  -0.52
C: 7.21 0.55 -8.72  -0.28
F: 5.97 0.41 -8.22  0.10
F: 7.14 0.27 -10.04  0.10
F: 8.10 -1.67 -8.38  0.15
F: 9.46 -0.01 -8.43  0.15
H: 8.18 -1.10 -4.83  0.14
H: 8.24 -2.29 -6.09  0.14
H: 5.85 -3.54 -6.29  0.17
H: 7.51 1.59 -8.60  0.17
C: 6.42 3.21 -1.25  -0.03
C: 6.59 1.78 -1.83  -0.43
C: 7.46 0.79 -1.03  -0.32
F: 8.71 1.20 -0.83  0.11
F: 7.55 -0.39 -1.72  0.08
F: 7.01 1.88 -3.11  0.13
F: 5.34 1.24 -1.89  0.09
O: 7.27 4.28 -1.73  0.04
C: 8.56 4.46 -1.20  -0.52
C: 9.68 4.15 -2.21  -0.28
F: 9.54 2.94 -2.78  0.10
F: 10.88 4.17 -1.60  0.10
F: 8.67 3.77 -0.05  0.14
F: 8.65 5.76 -0.86  0.15
H: 5.43 3.53 -1.58  0.15
H: 6.37 3.21 -0.16  0.14
H: 7.00 0.57 -0.06  0.12
H: 9.68 4.89 -3.01  0.18
C: -8.86 10.16 2.66  -0.03
C: -9.33 8.68 2.70  -0.44
C: -8.28 7.59 2.95  -0.30
F: -7.28 7.58 2.06  0.10
F: -8.86 6.37 2.88  0.08
F: -10.03 8.43 1.57  0.13
F: -10.22 8.59 3.72  0.11
O: -8.58 10.79 1.39  0.03
C: -7.34 10.61 0.76  -0.52
C: -7.44 9.78 -0.54  -0.28
F: -8.07 8.61 -0.36  0.10
F: -6.20 9.49 -1.00  0.10
F: -6.45 10.12 1.64  0.14
F: -6.90 11.84 0.44  0.15
H: -9.71 10.73 3.03  0.15
H: -8.06 10.35 3.38  0.14
H: -7.84 7.70 3.95  0.17
H: -7.98 10.34 -1.30  0.18

The net charge is +1. As for the calculated total energy: -9705.0444 Ha.